1.
C4H10ClNSi2 | ωB97M-V with the def2-TZVPD basis set

XYZ file:
```
18
Properties=species:S:1:pos:R:3:forces:R:3:mulliken_charge:R:1
H -0.65944 3.60813 -1.36219 -0.286 -0.711 0.270 0.2011
N -1.08477 3.15653 -0.55249 -0.036 -0.589 -0.871 -0.4278
Si -1.61487 1.74862 -0.00021 1.109 1.475 1.236 0.2711
C -1.61072 -0.12417 -0.05151 1.069 1.807 -2.481 -0.0301
C -2.57932 -0.68787 0.58842 -1.235 -2.019 2.241 -0.8271
H -1.92898 2.15146 1.38587 -0.616 -0.633 0.109 -0.0877
H -1.08097 -0.75277 -0.75444 -0.240 0.280 -0.020 0.3295
H -2.68592 -1.76457 0.48766 -0.310 -0.020 0.022 0.2704
H -3.12853 -0.26590 1.42236 -0.304 0.442 -0.317 0.2911
C 1.89614 -2.05248 -0.97291 -1.459 2.021 -1.596 -0.8209
C 1.24728 -0.93908 -0.54455 1.508 -1.164 -0.976 -0.1735
Si 1.89126 0.07568 0.90229 0.743 -2.471 -1.158 0.4786
Cl 2.44839 1.79931 0.03842 0.510 0.856 -0.074 -0.2153
H 1.84795 -2.46825 -1.98556 -0.940 0.187 0.185 0.2329
H 2.71815 -2.48382 -0.53622 1.685 -0.826 1.936 0.2977
H 0.54466 -0.49448 -1.25738 0.481 -0.124 0.297 0.4752
H 0.75509 0.28838 1.69538 -0.893 0.504 1.399 -0.1198
H 3.02459 -0.79472 1.49704 -0.787 0.984 -0.202 -0.1454
```
Positions in Å, forces in eV/Å.

As for the highest occupied orbital energy: -9.2 eV. As for the maximum force: 0.063 hartree/bohr. As for the relative energy (zero: lowest compared OMol25 entry of this formula, charge and spin): 66.9 kcal per mole. The value obtained for the energy is -1252.24360 Ha. The calculation puts the HOMO-LUMO gap at 9.177 eV. The value obtained for the LUMO energy is -0.01 eV.

2.
C2H4O2S | ωB97M-V with the def2-TZVPD basis set

XYZ file:
```
9
Properties=species:S:1:pos:R:3:forces:R:3:mulliken_charge:R:1
C -1.29909 0.37530 0.10380 -4.051 -0.681 -0.979 0.4949
C -0.12787 -0.47625 -0.21338 -1.309 0.830 -0.259 -1.2867
O -4.22661 0.24680 -0.13011 0.655 -0.335 0.119 -0.5069
O -1.10954 1.53582 0.79292 -0.600 -1.644 -0.697 -0.4382
S -2.96729 -0.49983 -0.38796 3.246 2.872 1.006 0.2559
H -0.25973 -1.14483 -1.04433 -0.195 -0.143 -0.308 0.3602
H -0.07280 -1.01307 0.67122 0.991 -1.582 1.710 0.3944
H 0.70880 0.14952 -0.33374 1.320 0.600 -0.316 0.3986
H -0.26141 1.50210 1.26707 -0.057 0.083 -0.276 0.3277
```
Positions in Å, forces in eV/Å.

As for the highest occupied orbital energy (spin up / spin down): -8.0 / -7.9 eV. As for the maximum force: 0.087 hartree/bohr. As for the relative energy (zero: lowest compared OMol25 entry of this formula, charge and spin): 70.8 kcal per mole. The value obtained for the energy is -627.17134 Ha. The calculation puts the HOMO-LUMO gap (spin up / spin down) at 7.894 / 7.705 eV. The value obtained for the LUMO energy (spin up / spin down) is -0.07 / -0.17 eV.

3.
C19H20ClN3O5S | ωB97M-V with the def2-TZVPD basis set

XYZ file:
```
49
Properties=species:S:1:pos:R:3:forces:R:3:mulliken_charge:R:1
C -0.85597 4.43831 2.29620 1.029 1.024 2.533 -1.1896
C -1.08535 3.49375 3.47810 0.945 -0.049 -1.465 -0.5422
S -0.62040 1.81849 2.98555 -1.937 -1.761 0.127 1.2094
O -0.58727 0.98636 4.17102 0.430 0.420 0.012 -0.7516
O -1.59274 1.33852 1.96390 2.103 1.402 0.833 -0.6366
C 1.10726 1.90019 2.34668 0.432 -1.744 -1.028 -1.1870
C 1.12260 1.58427 0.81765 -0.285 -2.419 1.451 0.3135
C 0.60126 2.65962 -0.03669 0.793 -3.230 -2.079 0.0003
O 1.18665 3.68064 -0.07840 0.504 3.755 0.335 -0.5934
N -0.26726 2.31361 -1.05866 -1.098 0.016 -1.995 -0.4033
N -0.53060 0.97821 -1.50178 0.463 1.052 0.102 0.1074
C 0.37712 0.32038 -2.34084 2.581 4.468 1.149 0.2896
O 1.37719 1.00071 -2.69233 -2.044 -1.932 0.361 -0.6817
N 0.27741 -1.01263 -2.48581 2.326 -1.519 -0.614 0.5082
C 1.57828 -1.71254 -2.08819 0.413 0.306 -0.216 -1.1378
C 1.62504 -2.03086 -0.59194 -3.095 1.278 0.145 0.9577
C 2.80079 -1.70526 0.06312 -0.337 -1.102 -0.593 -0.6207
C 2.93933 -1.93286 1.39338 1.484 0.905 2.049 -0.8173
C 1.80557 -2.23360 2.08373 2.419 -0.704 4.487 -0.1841
C 0.62486 -2.44708 1.55309 -4.588 -1.224 -0.356 -0.5500
C 0.40140 -2.37848 0.19098 3.211 1.167 -0.886 0.5098
O -0.89360 -2.53289 -0.19949 1.119 0.410 -0.823 -0.4562
C -1.29180 -2.53777 -1.51735 -1.796 -0.318 -1.085 0.7639
C -2.41904 -3.32187 -1.66805 -0.779 -1.648 -0.995 -0.1638
C -3.13375 -3.50379 -2.94415 1.409 0.193 4.429 -0.8297
C -2.74250 -2.65601 -3.92082 -0.456 0.803 -0.332 0.3648
Cl -3.82532 -2.54602 -5.27390 0.247 0.084 -0.583 -0.2159
C -1.67510 -1.75885 -3.79882 -0.741 -4.220 5.680 -1.4503
C -0.88283 -1.75404 -2.62451 -1.214 -0.495 0.403 -0.0475
H -1.43579 4.07625 1.53859 -1.471 -0.558 -2.390 0.3183
H -1.17733 5.41701 2.61233 -0.562 0.418 -0.065 0.4370
H 0.15631 4.62966 1.97273 0.397 -0.587 -0.004 0.2961
H -0.55744 3.73923 4.36469 0.890 0.121 0.735 0.3888
H -2.12151 3.52449 3.74854 -0.692 -0.607 -0.059 0.4015
H 1.56777 2.85673 2.50470 -0.090 0.630 0.288 0.5610
H 1.75146 1.11289 2.87726 -1.406 1.064 -0.468 0.4032
H 2.15105 1.33130 0.49566 -0.299 0.706 0.158 0.6698
H 0.60784 0.62784 0.59288 -0.046 0.515 0.571 -0.2726
H -0.24097 3.02559 -1.83374 -0.108 -1.185 1.119 0.2925
H -1.34169 0.55050 -1.10677 -0.330 -0.201 0.161 0.2352
H 1.79563 -2.69458 -2.51192 -0.998 0.130 -1.065 0.3642
H 2.43022 -1.05611 -2.48382 -1.318 -0.758 1.057 0.4218
H 3.61074 -1.40375 -0.54433 0.823 0.419 -0.511 0.4893
H 3.84346 -1.76191 2.03513 -0.637 -0.112 -1.268 0.3182
H 1.84620 -2.41460 3.21049 0.251 0.488 -1.598 0.2443
H -0.19635 -2.73324 2.26927 0.619 0.452 -1.185 0.2787
H -2.62234 -3.85383 -0.70361 -0.493 0.183 -1.328 0.3555
H -3.99325 -4.16511 -2.96645 0.185 0.191 -0.272 0.4238
H -1.49525 -1.25690 -4.59328 1.746 3.772 -4.925 0.8076
```
Positions in Å, forces in eV/Å.

As for the highest occupied orbital energy: -8.6 eV. As for the maximum force: 0.138 hartree/bohr. As for the relative energy (zero: lowest compared OMol25 entry of this formula, charge and spin): 89.5 kcal per mole. The value obtained for the energy is -2134.74865 Ha. The calculation puts the HOMO-LUMO gap at 9.032 eV. The value obtained for the LUMO energy is 0.39 eV.

4.
C20H28BrN4O4S | ωB97M-V with the def2-TZVPD basis set

XYZ file:
```
58
Properties=species:S:1:pos:R:3:forces:R:3:mulliken_charge:R:1
C 0.22935 -1.54894 0.65981 0.391 -0.094 0.051 -1.2811
C 0.32434 -1.32904 -0.86360 -1.118 -0.007 0.618 -0.2971
C -0.33749 0.00718 -1.34800 1.061 -0.086 0.054 -0.9385
C -0.21829 1.10392 -0.30985 0.519 -0.595 -0.913 0.2118
C 1.04758 1.62559 -0.05664 0.193 0.426 -0.269 1.3378
C 2.27250 1.15003 -0.80481 1.572 -0.724 -0.219 -0.3041
O 2.97726 0.26466 -0.38816 -0.988 0.536 0.011 -0.4861
O 2.57069 1.81239 -1.95624 -1.428 -0.127 0.563 -0.3181
C 2.71873 0.93606 -3.09189 0.923 -0.482 -1.036 -0.4732
C 4.16380 0.47918 -3.33524 -0.561 -0.366 0.089 -0.6815
S 4.14097 -0.47200 -4.90403 -0.494 -0.280 -0.315 -0.1791
C 4.64950 -2.07139 -4.35854 1.164 1.482 0.410 0.6077
N 5.79398 -2.18608 -3.76926 -0.272 -0.219 0.008 -0.2603
N 5.88214 -3.51107 -3.44733 1.853 -0.578 1.060 -0.3995
C 4.85662 -4.12002 -3.86136 -0.402 0.989 -0.368 -0.0094
O 4.00749 -3.22085 -4.46456 -1.414 -1.031 -0.456 -0.2835
C 1.20283 2.62710 0.88663 1.018 -0.520 -0.642 -0.6289
C 0.11103 3.07868 1.53096 0.649 1.529 1.207 0.0825
C 0.23670 4.15476 2.58180 -1.676 -0.476 0.616 -1.1829
C 0.15253 3.43450 3.95561 1.208 -0.903 0.298 0.5688
O 0.86805 2.51566 4.22084 -0.721 0.882 -0.264 -0.4096
Br -1.18281 4.02114 5.23752 0.189 0.076 -0.527 -0.1031
N -1.09181 2.57144 1.28031 0.013 0.382 0.223 0.2499
C -1.29534 1.60421 0.38502 -1.154 -0.879 -0.240 0.0248
C -2.71067 1.12711 0.13823 -0.111 1.073 0.266 -0.4799
C -3.60393 1.06228 1.39253 0.294 -0.442 0.389 -0.6665
C -3.55735 -0.27324 2.16229 -0.536 -0.277 0.050 -0.5922
C -3.59291 -1.53200 1.27473 0.099 0.113 0.107 -0.1829
C -4.23164 -2.76523 1.93297 0.176 -0.421 -0.093 -0.6480
N -3.24356 -3.72653 2.44671 -0.017 0.164 -0.063 -0.5595
H -0.66161 -1.11367 1.12022 0.027 -0.019 -0.136 0.1983
H 1.10428 -1.12963 1.16717 -0.144 0.056 -0.024 0.3290
H 0.22685 -2.61682 0.89266 -0.007 0.093 -0.059 0.4553
H 1.37404 -1.38384 -1.13998 -0.136 -0.080 -0.246 0.1986
H -0.24392 -2.13118 -1.33978 0.348 0.008 -0.212 0.6372
H -1.34748 -0.15130 -1.71329 0.037 0.017 0.176 0.6672
H 0.24262 0.34892 -2.21110 -0.295 0.037 -0.078 0.0814
H 2.38895 1.47722 -3.98182 -0.119 0.274 0.339 0.4143
H 2.08907 0.04433 -3.03012 -0.017 0.144 0.364 0.2452
H 4.82173 1.34103 -3.43718 0.122 -0.190 0.025 0.4262
H 4.49488 -0.20917 -2.56019 0.204 0.291 0.042 0.3748
H 4.65178 -5.17022 -3.76281 -0.405 0.047 -0.274 0.4162
H 2.17719 3.04530 1.09954 -0.054 0.003 0.035 0.6099
H 1.16432 4.71499 2.50104 -0.025 -0.055 0.042 0.4127
H -0.63914 4.80815 2.51585 0.375 0.287 -0.069 0.4816
H -1.85536 2.98272 1.80772 -0.280 -0.306 -0.210 0.3985
H -3.15783 1.87426 -0.53491 0.120 -0.132 -0.049 0.3084
H -2.67225 0.20300 -0.42650 -0.173 -0.065 0.278 0.0796
H -4.64217 1.27597 1.13217 0.137 -0.087 -0.250 0.4074
H -3.33378 1.84909 2.11015 -0.144 0.020 -0.159 0.1517
H -2.73190 -0.32030 2.88222 0.094 0.054 -0.248 0.2296
H -4.46261 -0.30572 2.77958 0.138 0.136 0.012 0.5055
H -2.56795 -1.79510 0.98782 -0.168 -0.069 -0.116 -0.1884
H -4.11358 -1.32755 0.33124 -0.095 0.113 0.195 0.4398
H -4.90741 -2.49669 2.75200 -0.029 0.227 -0.237 0.2826
H -4.83242 -3.27494 1.17113 -0.026 0.067 0.135 0.2522
H -3.41108 -3.96664 3.41233 0.094 -0.006 -0.003 0.2594
H -2.29554 -3.39170 2.34839 -0.009 -0.013 0.113 0.2075
```
Positions in Å, forces in eV/Å.

As for the highest occupied orbital energy: -11.3 eV. As for the maximum force: 0.043 hartree/bohr. Its net charge is +1. The value obtained for the energy is -4270.80337 Ha. The calculation puts the HOMO-LUMO gap at 6.972 eV. The value obtained for the LUMO energy is -4.37 eV.

The highest maximum force belongs to which entry? C19H20ClN3O5S

The highest maximum force belongs to which entry? C19H20ClN3O5S

Which formula does entry 2 have? C2H4O2S